16
Properties=species:S:1:pos:R:3:forces:R:3 method="wB97M-V/def2-TZVPD" mol_weight_g_mol=134.222 multiplicity=1 smiles=CSS.O.O.O largest_force_ev_per_a=1.29 de_lowest_kj_mol=91.3
C 0.66411 0.42845 0.25565 0.7 0.7 -0.8
S 0.82795 1.20474 -1.39904 -0.1 0.0 0.2
S 2.86942 1.71754 -1.33904 -0.4 -0.1 -0.1
H 1.45552 0.88974 0.83093 0.1 -0.1 0.5
H 0.81615 -0.64271 0.19378 -0.2 -0.1 0.1
H -0.27907 0.77054 0.65746 -0.3 -0.3 0.1
H 2.88827 1.82702 -2.67351 0.2 0.0 0.0
O -0.36444 -3.52866 1.70110 -0.1 0.0 -0.3
H -0.41618 -2.72480 1.17165 0.0 0.0 0.1
H -0.84143 -4.17898 1.17105 0.1 0.0 0.1
O -1.92154 0.76298 6.32063 -0.1 -0.1 0.0
H -1.54958 1.63095 6.13967 -0.1 0.0 0.0
H -2.79098 0.75351 5.90264 0.2 0.1 0.1
O -4.42827 -2.49542 -3.41198 -0.2 0.5 -0.8
H -4.15167 -2.01629 -4.21726 0.0 -0.4 0.6
H -5.38712 -2.36956 -3.42306 0.2 -0.1 0.2

---

15
Properties=species:S:1:pos:R:3:forces:R:3 method="wB97M-V/def2-TZVPD" mol_weight_g_mol=86.087 multiplicity=1 smiles=CO.O.O.O largest_force_ev_per_a=0.58 de_lowest_kj_mol=93.8
C 2.40099 -1.01511 0.87438 0.1 0.1 -0.1
O 2.49107 -1.75724 -0.33465 -0.5 -0.3 0.1
H 1.70923 -1.45660 1.60103 0.0 0.0 -0.1
H 2.12312 0.01495 0.65646 -0.1 0.1 0.1
H 3.38866 -1.01298 1.33006 0.0 0.0 0.0
H 1.59293 -1.86437 -0.68449 0.5 0.1 0.0
O -2.12024 -1.40512 0.64330 0.2 -0.3 0.1
H -1.23301 -1.65549 0.92901 0.0 0.1 0.0
H -2.65890 -2.13698 0.96921 -0.1 0.2 -0.1
O 0.89735 1.46257 -1.07037 -0.4 0.1 -0.2
H 0.62057 2.00041 -1.82577 0.2 -0.1 0.1
H 0.06891 1.06608 -0.77490 0.1 -0.1 0.0
O -3.01937 2.60096 -0.09253 0.0 0.2 -0.1
H -2.13874 2.22892 0.00189 -0.1 -0.1 0.0
H -3.56840 1.89939 -0.45501 0.1 -0.1 0.0

---

17
Properties=species:S:1:pos:R:3:forces:R:3 method="wB97M-V/def2-TZVPD" mol_weight_g_mol=99.110 multiplicity=1 charge=+1 largest_force_ev_per_a=1.44 de_lowest_kj_mol=55.4
N -0.04138 -0.09718 0.10947 -0.1 -0.1 1.2
C 0.39027 0.60380 -0.89221 -0.5 -1.1 -0.6
N -0.38628 0.79512 -1.92324 -0.6 0.4 -1.2
H -0.98912 -0.45045 0.18085 0.1 0.3 -0.5
H 0.51227 -0.27082 0.93187 0.6 0.0 -0.1
H 1.43429 0.86744 -0.97613 0.0 0.5 0.5
H -0.11659 1.32359 -2.73472 0.5 0.1 0.1
H -1.31624 0.39884 -2.02299 0.1 0.0 0.7
H 1.82780 2.49769 1.93194 0.2 0.1 0.1
H 3.12349 1.67825 1.67908 -0.3 0.2 0.1
O 2.16477 1.68468 1.54626 0.1 -0.3 -0.3
H -3.35568 -0.35228 0.22454 -0.3 0.1 -0.1
H -3.97617 -0.12507 -1.16838 0.1 0.0 0.2
O -3.14676 -0.07526 -0.67518 0.2 0.0 0.0
H 1.99009 -2.97616 1.54971 -0.2 0.0 -0.1
H 0.46796 -2.98238 1.75566 0.1 -0.2 0.0
O 1.16253 -2.63227 1.18751 0.0 0.2 0.1

---

15
Properties=species:S:1:pos:R:3:forces:R:3 method="wB97M-V/def2-TZVPD" s_squared=2.018 mol_weight_g_mol=234.953 e_tot_ev=-6010.0504 multiplicity=3 charge=+1 largest_force_ev_per_a=3.18
C 0.17967 0.27622 -2.12275 -0.8 0.1 -0.3
W 0.19596 0.15403 0.02252 1.7 0.9 -2.6
N -1.54360 -0.97583 0.39790 -2.2 -1.5 0.2
H 0.90336 1.67760 -0.16368 0.2 0.5 -0.1
H 1.27386 -0.64472 -1.08511 -0.1 0.1 1.1
H 1.00010 0.65876 -2.75259 -0.4 -0.2 0.4
H -0.56100 1.13491 -2.01385 0.2 -0.3 0.1
H -0.35362 -0.53602 -2.65620 0.4 0.3 0.2
H -2.20212 -0.54748 1.05196 0.0 0.0 0.1
H -1.35330 -1.91649 0.77332 0.1 0.3 -0.2
H -2.11604 -1.15772 -0.42774 0.0 0.0 -0.2
N 1.02291 0.42874 1.98046 1.2 -0.5 1.3
H 1.32654 -0.45849 2.40489 -0.1 0.4 0.0
H 0.37657 0.87310 2.64074 0.1 0.0 -0.1
H 1.85072 1.03338 1.95011 -0.2 -0.1 0.0

---

18
Properties=species:S:1:pos:R:3:forces:R:3 method="wB97M-V/def2-TZVPD" mol_weight_g_mol=113.117 multiplicity=1 smiles="N=C(N)N.O.O.O" largest_force_ev_per_a=1.13 de_lowest_kj_mol=8.9
N 0.14677 -0.82845 -0.26327 0.5 0.1 -0.2
C 0.42446 -0.33769 0.91279 -0.2 -0.1 0.3
N 0.63965 0.96959 1.09754 -0.5 -0.7 0.2
N 0.49088 -1.11752 2.05265 0.0 -0.1 0.2
H 0.46152 -1.78720 -0.33141 -0.4 -0.3 0.2
H 0.97674 1.25848 1.98525 0.1 0.3 0.4
H 0.76699 1.57685 0.30410 0.2 0.3 -0.1
H -0.03841 -1.97124 1.97602 0.0 -0.1 0.0
H 0.31891 -0.65936 2.94370 0.2 0.0 -0.4
O 0.97904 2.67411 -0.92472 0.2 0.6 -0.7
H 0.71326 2.05745 -1.64474 -0.1 0.1 -0.1
H 1.42664 3.41730 -1.35168 -0.1 -0.3 0.2
O -2.22039 -2.37527 0.52884 -0.1 0.3 -0.6
H -3.02636 -2.39289 -0.02120 0.7 0.1 0.4
H -1.57143 -1.78760 0.06602 -0.6 -0.3 0.3
O 0.13127 0.66463 -2.50959 -0.3 0.4 -1.0
H -0.67121 0.61151 -3.05433 0.5 0.0 0.4
H 0.05168 0.02732 -1.76597 0.0 -0.3 0.5

---

17
Properties=species:S:1:pos:R:3:forces:R:3 method="wB97M-V/def2-TZVPD" mol_weight_g_mol=119.162 multiplicity=1 charge=-1 largest_force_ev_per_a=2.70 de_lowest_kj_mol=103.8
C 1.09855 0.80704 -1.80353 0.1 -2.3 1.4
S -0.31325 1.80584 -2.23908 -0.8 0.2 0.5
H 1.79512 0.75725 -2.60320 0.7 -0.1 -0.9
H 1.66122 1.23836 -0.95970 -0.1 -0.2 0.0
H 0.90632 -0.33931 -1.51311 0.3 2.4 -0.5
H -1.07305 -0.83821 -1.52676 -0.6 -0.6 -0.7
H -1.58390 -0.68265 -0.26852 -0.5 0.7 1.7
O -1.74048 -1.29314 -0.96584 1.0 0.0 -1.2
H -0.26394 1.35098 0.26947 -0.3 -0.6 0.1
H -0.61958 2.19839 1.40940 0.0 -1.9 0.3
O -0.46702 1.21866 1.23832 0.2 2.5 -0.9
H 0.84439 -1.51872 0.98264 1.2 0.3 -0.4
H 1.87829 -0.35988 0.90435 -0.2 -0.6 -0.2
O 1.76878 -1.30382 0.67892 -1.1 0.2 0.8
H -1.96198 -1.40163 2.18720 -1.0 -0.4 -0.2
H -0.88820 -0.37995 1.87969 0.0 -0.8 0.8
O -1.04128 -1.25922 2.32975 1.1 1.2 -0.4

---

17
Properties=species:S:1:pos:R:3:forces:R:3 method="wB97M-V/def2-TZVPD" mol_weight_g_mol=119.162 multiplicity=1 charge=-1 largest_force_ev_per_a=1.02 de_lowest_kj_mol=35.0
C 0.53482 -1.88547 0.03592 0.8 -0.1 0.7
S -0.77595 -0.71377 -0.33279 -0.5 0.6 -0.1
H 0.15963 -2.86851 0.31589 -0.2 -0.1 0.0
H 1.19322 -1.54298 0.84111 -0.3 0.0 0.2
H 1.23650 -2.02051 -0.76954 0.1 -0.1 -0.7
H 0.03836 0.14515 -3.15897 0.1 -0.1 0.1
H 0.26832 1.10271 -2.05894 0.2 -0.3 -0.1
O 0.63816 0.86336 -2.92604 -0.2 0.3 0.0
H -1.31408 -1.62005 2.82841 0.0 0.1 0.0
H -1.25655 -0.32905 2.07488 0.1 -0.1 -0.2
O -1.29407 -0.67040 2.98864 -0.1 -0.1 0.0
H 1.40264 0.70808 -0.02307 -0.1 -0.4 0.2
H 2.73062 1.18984 -0.55013 0.1 -0.1 0.0
O 2.35092 0.71826 0.19875 0.0 0.4 -0.2
H -1.39703 1.89502 -0.14403 0.1 0.0 0.0
H -2.60451 2.33308 0.62117 0.0 0.1 0.0
O -1.91100 2.69524 0.05874 -0.1 -0.3 0.0

---

17
Properties=species:S:1:pos:R:3:forces:R:3 method="wB97M-V/def2-TZVPD" mol_weight_g_mol=103.094 multiplicity=1 charge=-1 largest_force_ev_per_a=1.58 de_lowest_kj_mol=44.6
C 1.65336 -0.26746 0.13410 -1.4 0.2 -0.3
O 0.25470 -0.11389 0.13280 0.1 -0.2 0.2
H 1.92713 -0.67217 -0.84892 0.6 -0.1 0.1
H 2.12392 0.71452 0.25407 0.5 0.1 0.0
H 2.04764 -0.91808 0.94030 -0.1 0.0 -0.2
H -0.56654 2.03623 -0.45124 -0.3 -0.2 0.3
H 0.43826 2.86451 0.20440 0.1 0.2 0.2
O -0.44053 2.95705 -0.17216 0.2 -0.2 -0.3
H -0.34736 0.03195 -1.50899 0.0 0.4 -0.3
H -0.52558 1.33275 -2.31293 0.1 0.4 -0.1
O -0.60280 0.38877 -2.42380 0.1 -0.8 0.5
H -0.87639 -0.83255 2.57215 -0.1 0.0 0.1
H -0.46525 0.25596 1.62355 -0.2 -0.2 -0.1
O -1.00358 0.11322 2.45983 0.3 0.1 -0.1
H -0.93852 -2.08173 0.30783 0.0 0.0 -0.4
H -1.33098 -2.88906 -0.92421 0.1 0.3 -1.2
O -1.34747 -2.92000 0.01322 0.0 0.0 1.6

---

17
Properties=species:S:1:pos:R:3:forces:R:3 method="wB97M-V/def2-TZVPD" mol_weight_g_mol=103.094 multiplicity=1 charge=-1 largest_force_ev_per_a=1.89 de_lowest_kj_mol=78.8
C -1.20442 -0.99462 -0.80940 1.2 1.0 -1.1
O -0.13789 -0.30303 -0.25358 0.7 0.0 -0.4
H -0.94449 -1.97318 -1.19425 0.2 -0.9 0.2
H -1.97443 -1.07250 -0.07004 -1.1 -0.3 0.3
H -1.56414 -0.51491 -1.74829 -0.3 0.2 0.5
H -0.11019 2.93724 -0.58624 0.3 -0.4 -0.6
H 0.82323 1.93462 -1.28960 -0.1 -0.5 0.1
O 0.29346 2.72289 -1.44752 -0.3 0.7 0.4
H -1.45736 0.71732 1.24069 0.4 0.1 -0.3
H -0.99178 -0.17864 2.34513 0.3 0.6 -0.2
O -1.31165 0.73632 2.19177 -0.4 -0.5 0.5
H 2.87934 -0.38585 -1.13420 -0.1 -0.1 0.4
H 1.14805 -0.47682 -0.84695 0.8 0.6 -1.2
O 2.01961 -0.37368 -1.55376 -1.1 -0.1 0.5
H 0.53396 -1.22093 0.94638 -0.9 0.3 0.6
H -0.36608 -2.28788 1.49300 -0.1 -0.2 0.1
O 0.29796 -1.67705 1.81841 0.5 -0.4 0.0

---

17
Properties=species:S:1:pos:R:3:forces:R:3 method="wB97M-V/def2-TZVPD" mol_weight_g_mol=103.094 multiplicity=1 charge=-1 largest_force_ev_per_a=3.74 de_lowest_kj_mol=149.3
C -1.06003 0.42678 -1.50195 1.1 0.8 -3.5
O 0.11782 0.30559 -0.82459 0.5 1.1 -0.3
H -1.89377 0.32490 -0.80104 -0.6 0.0 -0.6
H -1.12464 1.47839 -2.18475 -0.2 -2.0 1.9
H -1.02124 -0.33779 -2.40465 -0.9 0.9 1.7
H 1.20014 -0.19571 2.90708 2.3 0.4 -0.3
H -0.10348 0.19552 2.28374 1.3 -1.2 1.7
O 0.30950 -0.40184 3.02185 -3.3 0.4 -0.2
H 0.21071 1.27987 0.41907 0.0 -1.1 -2.9
H -0.47927 2.11021 1.50235 0.0 0.2 0.0
O 0.19830 1.45150 1.34528 -0.2 1.7 2.8
H 1.74892 -1.58908 -1.66726 0.6 -0.5 -0.4
H 1.15131 -0.31500 -1.73926 0.6 0.5 -0.8
O 1.85182 -0.85050 -2.28474 -0.8 -0.1 1.0
H 0.02280 -0.82957 0.15479 -0.1 -1.1 -0.5
H -0.86369 -1.34164 1.18217 -1.7 0.3 2.1
O -0.26520 -1.71162 0.59190 1.5 -0.4 -1.8